Record 1
{"formula": "C6H12", "method": "the ωB97M-V functional and the def2-TZVPD basis", "max_force_ha_per_bohr": 0.006, "lumo_energy_ev": 0.47, "relative_energy_kj_mol": 370.34, "homo_energy_ev": -7.95, "elements": ["C", "C", "C", "C", "C", "C", "H", "H", "H", "H", "H", "H", "H", "H", "H", "H", "H", "H"], "positions_angstrom": [[1.3461, 1.5747, 0.0971], [-1.4923, 0.7823, 0.0073], [-0.4761, -0.0026, 0.8461], [-0.3013, -1.4586, 0.3323], [0.5494, -1.5097, -0.9270], [0.9395, 0.4598, 0.9753], [-1.2898, -1.8930, 0.1590], [2.4271, 1.6309, -0.0605], [1.5377, -1.1056, -0.6760], [1.1002, 2.4358, 0.7447], [-1.2349, 0.8069, -1.0556], [-2.4823, 0.3244, 0.0926], [0.1893, -2.0500, 1.1085], [-0.8687, -0.0970, 1.8675], [0.8106, 1.7369, -0.8469], [-1.5805, 1.8194, 0.3458], [0.1200, -0.9258, -1.7476], [0.7059, -2.5288, -1.2624]], "lowdin_charge": [-0.162, -0.090, -0.445, -0.238, -0.107, 0.014, 0.110, 0.068, 0.069, 0.107, 0.065, 0.077, 0.108, 0.131, 0.071, 0.076, 0.075, 0.070]}

---

Record 2
{"formula": "C3H12O3S2", "method": "the ωB97M-V functional and the def2-TZVPD basis", "max_force_ha_per_bohr": 0.053, "smiles": "OCCCSS.O.O", "lumo_energy_ev": 0.25, "relative_energy_kj_mol": 59.33, "homo_energy_ev": -9.18, "elements": ["S", "S", "O", "O", "O", "C", "C", "C", "H", "H", "H", "H", "H", "H", "H", "H", "H", "H", "H", "H"], "positions_angstrom": [[-0.5673, -0.0343, 2.8383], [1.0916, -0.9237, 2.0067], [-2.1004, 1.5318, -2.1459], [-2.5313, -1.2016, -1.8699], [0.7276, 1.1339, -2.7278], [1.6534, -0.0128, 0.6093], [0.8339, -0.1724, -0.6686], [1.5769, 0.3469, -1.8976], [-1.4088, -0.5687, 1.8808], [-0.1162, 0.4073, -0.6117], [1.7393, 1.1081, 0.8298], [2.3501, 1.0796, -1.5284], [-2.0982, -0.6905, -1.1747], [-1.7880, -1.8290, -2.0305], [2.1055, -0.3728, -2.5560], [-0.1212, 1.2962, -2.2998], [2.6751, -0.3243, 0.4507], [0.5750, -1.2312, -0.8288], [-2.3698, 2.2363, -1.5522], [-2.7625, 1.3086, -2.8031]], "lowdin_charge": [0.302, 0.421, -0.043, -0.074, -0.089, -0.626, -0.268, -0.262, -0.188, 0.099, 0.113, 0.118, 0.000, 0.056, 0.125, 0.021, 0.068, 0.107, 0.060, 0.061]}

---

Record 3
{"formula": "C2H10NO3", "method": "the ωB97M-V functional and the def2-TZVPD basis", "max_force_ha_per_bohr": 0.065, "lumo_energy_ev": 4.21, "total_charge": -1, "relative_energy_kj_mol": 64.08, "homo_energy_ev": -3.78, "elements": ["O", "O", "O", "N", "C", "C", "H", "H", "H", "H", "H", "H", "H", "H", "H", "H"], "positions_angstrom": [[3.2552, 0.1375, -0.5841], [0.7230, 0.1974, -0.1367], [0.6221, -0.2534, 2.5861], [-1.3912, -0.0973, -1.2534], [-0.1150, -0.6779, -0.7076], [-2.3135, 0.3990, -0.1491], [-0.4225, -1.5278, 0.0431], [0.3317, -1.2390, -1.6206], [-2.6380, -0.4176, 0.5592], [2.3384, 0.2358, -0.3859], [-3.1828, 0.9205, -0.6086], [-1.0636, 0.7062, -1.6907], [-1.7599, 1.2132, 0.5483], [0.7595, -0.0886, 1.6196], [1.5130, -0.3876, 2.9740], [3.3437, 0.8796, -1.1937]], "lowdin_charge": [-0.103, -0.321, -0.137, -0.132, -0.506, -0.171, 0.108, 0.097, 0.063, -0.082, 0.041, 0.032, 0.096, -0.018, 0.021, 0.012]}

---

Record 4
{"formula": "C12H16O2", "method": "the ωB97M-V functional and the def2-TZVPD basis", "max_force_ha_per_bohr": 0.089, "smiles": "C=C[C@@H](O)[C@@](O)(CC)c1ccccc1", "lumo_energy_ev": 0.77, "relative_energy_kj_mol": 215.39, "homo_energy_ev": -8.67, "elements": ["O", "O", "C", "C", "C", "C", "C", "C", "C", "C", "C", "C", "C", "C", "H", "H", "H", "H", "H", "H", "H", "H", "H", "H", "H", "H", "H", "H", "H", "H"], "positions_angstrom": [[-0.2575, 1.3994, 2.0287], [1.3506, 0.9639, -1.3880], [-0.4292, -0.4424, -0.4511], [-2.5644, -2.0967, -0.9140], [-0.8770, -1.2996, 0.5109], [-1.9987, -2.0664, 0.3824], [-0.9913, -0.4301, -1.6897], [-1.7387, 3.1518, 0.2239], [-0.4637, 2.7418, 0.0166], [-2.0404, -1.3484, -1.9743], [2.1588, -1.7365, 0.0051], [0.7757, 0.4416, -0.1402], [0.3124, 1.8587, 0.8571], [1.8569, -0.3231, 0.5522], [-3.4482, -2.7717, -1.0326], [-2.2974, -2.7901, 1.1264], [2.0429, -1.7449, -1.0986], [-1.2123, 1.3262, 1.8015], [2.3458, 0.9913, -1.4687], [2.6747, 0.3562, 0.5713], [1.3336, -2.3948, 0.4405], [1.3229, 2.2223, 1.1027], [3.0985, -2.0507, 0.3543], [-0.4809, 0.2240, -2.3552], [-2.6489, -1.2031, -2.9215], [-2.1290, 3.7991, -0.5744], [-0.4011, -1.1840, 1.5323], [-2.2410, 2.7758, 1.0330], [0.1487, 3.0794, -0.8152], [1.6030, -0.3963, 1.5432]], "lowdin_charge": [-0.010, -0.064, -0.210, -0.097, -0.091, -0.072, -0.014, 0.058, -0.131, -0.060, -0.047, -0.327, -0.301, -0.210, 0.108, 0.102, 0.093, 0.099, 0.129, 0.107, 0.092, 0.152, 0.050, 0.103, 0.119, 0.071, 0.141, 0.020, 0.110, 0.080]}

---

Record 5
{"formula": "C53H57BF3IKN8O2P", "method": "the ωB97M-V functional and the def2-TZVPD basis", "max_force_ha_per_bohr": 0.033, "lumo_energy_ev": [2.06, 1.17], "total_charge": -1, "relative_energy_kj_mol": 45.12, "spin_multiplicity": 2, "homo_energy_ev": [-5.67, -5.75], "elements": ["I", "K", "P", "F", "F", "F", "O", "O", "N", "N", "N", "N", "N", "N", "N", "N", "C", "C", "C", "C", "C", "C", "C", "C", "C", "C", "C", "C", "C", "C", "C", "C", "C", "C", "C", "C", "C", "C", "C", "C", "C", "C", "C", "C", "C", "C", "C", "C", "C", "C", "C", "C", "C", "C", "C", "C", "C", "C", "C", "C", "C", "C", "C", "C", "C", "C", "C", "C", "C", "B", "H", "H", "H", "H", "H", "H", "H", "H", "H", "H", "H", "H", "H", "H", "H", "H", "H", "H", "H", "H", "H", "H", "H", "H", "H", "H", "H", "H", "H", "H", "H", "H", "H", "H", "H", "H", "H", "H", "H", "H", "H", "H", "H", "H", "H", "H", "H", "H", "H", "H", "H", "H", "H", "H", "H", "H", "H"], "positions_angstrom": [[-1.2823, -2.0119, -2.2115], [-1.6837, 0.6167, 0.1014], [1.4124, -2.8930, -0.0322], [-5.4525, 1.6106, -0.6839], [-4.7514, 0.2005, 0.8050], [-6.4634, -0.2821, -0.4280], [-3.1871, 0.3190, -1.5471], [-4.6409, -1.3375, -2.0691], [-1.9479, 1.7791, 3.4686], [-0.7821, 0.1784, 5.1528], [0.3032, 0.6691, 2.9783], [-0.8744, 1.0359, 6.1934], [-1.7299, -1.2556, 1.8880], [-1.8790, -0.7134, 3.1140], [-2.5169, 1.9664, 2.2496], [0.4201, 0.9174, 1.6606], [0.3237, 6.1495, -0.8996], [0.3810, 3.7239, -1.6084], [1.1998, -4.5275, -0.8946], [0.6109, -4.3276, 4.2971], [1.2239, -3.4960, 1.6965], [-1.9204, 5.2744, -3.6650], [-0.6783, -3.9974, -2.6286], [1.9947, -5.5207, -0.3696], [0.8831, 2.0550, -3.1153], [-4.2655, -0.3337, -1.4804], [-3.1573, 3.1382, -3.3619], [-2.2907, 2.7828, 4.3052], [-3.2252, 3.0780, 2.3439], [3.8096, -1.6956, 0.6587], [2.0134, 4.6475, 0.0572], [5.1506, -1.3639, 0.5515], [-0.4527, 2.3852, -3.3265], [-0.0699, -0.9468, 6.9134], [-0.4083, -6.6132, -3.5937], [3.2292, -2.6473, -0.1860], [-1.3294, -5.7895, -4.1468], [0.5684, 4.7003, -0.4544], [2.1903, -3.4627, 2.6961], [-0.3243, 4.3209, 0.7394], [-0.8277, 3.4102, -2.4624], [2.7423, 1.9561, -4.7262], [4.0249, -3.2067, -1.1849], [-1.4628, -4.4843, -3.6439], [2.4851, 0.1724, -2.9850], [-2.6804, -2.1706, 1.7706], [-3.4663, -2.2404, 2.9332], [1.8835, -3.8738, 3.9892], [5.9363, -1.9464, -0.4344], [-0.0484, -3.9693, 2.0161], [-2.8837, 4.6356, -1.4391], [1.7328, 1.1168, -3.9250], [1.2968, -7.1228, -1.9701], [1.7102, 1.0914, 1.4264], [0.3191, -4.8375, -1.9985], [-0.3564, -4.3830, 3.2997], [-0.4536, 0.3638, 7.2516], [1.5174, 0.6919, 3.5707], [-2.1689, 4.1083, -2.6872], [5.3643, -2.8570, -1.3087], [-5.2552, 0.2909, -0.4445], [-3.1178, 3.6463, 3.6226], [2.0677, -6.8165, -0.8956], [0.4062, -6.1737, -2.5218], [2.4627, 0.9583, 2.6049], [0.8871, 0.2913, -4.8942], [1.3694, 2.8907, -2.0359], [-0.2969, -1.0166, 5.5595], [-2.9187, -1.2882, 3.7590], [-1.0813, 0.5023, 3.6730], [-1.2577, 6.0317, -3.2451], [2.1258, 5.3659, 0.8722], [2.7286, 4.9093, -0.7260], [2.6448, -3.8264, 4.7584], [-0.1888, 5.0405, 1.5516], [-1.3620, -4.7157, 3.5272], [0.3678, -4.6282, 5.3093], [-1.9683, -6.1215, -4.9548], [-0.0530, 3.3336, 1.1174], [-3.2068, 2.1817, -2.8408], [1.3269, -8.1107, -2.4152], [-0.1393, -1.8159, 4.8558], [-1.9288, 2.7936, 5.3168], [3.3774, 1.2995, -5.3270], [1.5285, -0.3972, -5.4494], [-2.8928, 2.9528, -4.4043], [3.3819, 2.5406, -4.0622], [3.5278, 1.0474, 2.7376], [-1.0924, 1.9224, -4.0582], [-2.3220, 5.3851, -0.8909], [-1.4649, 4.9018, -4.5837], [2.3704, 2.8433, -1.6368], [2.2257, 2.6471, -5.3953], [1.7807, -0.4191, -2.3960], [3.1984, -1.2075, 1.4081], [-0.2853, -7.6314, -3.9439], [0.3173, -1.7190, 7.5561], [-3.5763, 4.5458, 3.9961], [5.5793, -0.6386, 1.2325], [-2.7814, -2.7330, 0.8531], [3.6006, -3.9185, -1.8797], [-1.3793, 4.2936, 0.4933], [-0.8104, -4.0042, 1.2489], [3.1916, -3.1143, 2.4806], [-3.7978, 3.4196, 1.4942], [2.7325, -7.5466, -0.4519], [6.9814, -1.6795, -0.5292], [-2.2187, -3.8373, -4.0672], [-3.2027, -0.9663, 4.7479], [1.6280, 0.5232, 4.6285], [2.2633, 3.6620, 0.4508], [3.1305, 0.7191, -2.2965], [0.4293, 6.8205, -0.0432], [-4.3060, -2.8832, 3.1339], [-3.1282, 3.8164, -0.7597], [-0.4453, 0.8434, 8.2184], [-2.8716, 5.7517, -3.9165], [-3.8260, 5.0923, -1.7495], [-4.1546, 3.5827, -3.3536], [5.9619, -3.3048, -2.0934], [0.1370, -0.2957, -4.3619], [2.6128, -5.2870, 0.4891], [-0.6632, 6.3060, -1.3241], [2.0405, 1.3018, 0.4188], [3.1120, -0.5160, -3.5577], [0.3738, 0.9305, -5.6157], [1.0589, 6.4396, -1.6546]], "lowdin_charge": [1.174, 0.616, 1.080, 0.114, 0.118, 0.137, -0.319, 0.012, 0.015, -0.026, 0.019, 0.067, -0.002, -0.004, 0.006, -0.002, -0.045, -0.079, -0.304, -0.112, -0.368, -0.038, -0.564, -0.113, -0.141, -0.655, -0.052, -0.086, -0.176, -0.129, -0.067, -0.083, -0.010, -0.074, -0.056, -0.369, -0.085, -0.522, -0.088, -0.028, -0.047, -0.041, -0.091, -0.197, -0.043, -0.193, -0.060, -0.092, -0.101, -0.112, -0.044, -0.557, -0.045, -0.183, -0.161, -0.080, -0.174, -0.068, -0.514, -0.093, -0.533, -0.072, -0.069, -0.167, -0.080, -0.060, -0.007, -0.107, -0.079, -0.630, 0.064, 0.087, 0.085, 0.100, 0.094, 0.105, 0.100, 0.104, 0.067, 0.068, 0.109, 0.107, 0.086, 0.082, 0.085, 0.080, 0.080, 0.087, 0.108, 0.058, 0.086, 0.101, 0.087, 0.062, 0.072, 0.107, 0.081, 0.080, 0.100, 0.097, 0.100, 0.043, 0.091, 0.088, 0.097, 0.104, 0.096, 0.070, 0.126, 0.115, 0.064, 0.078, 0.085, 0.089, 0.076, 0.090, 0.085, 0.088, 0.087, 0.098, 0.028, 0.106, 0.044, 0.096, 0.086, 0.084, 0.090]}